# 1
{"formula": "C20H47B3O16P2S", "method": "ωB97M-V/def2-TZVPD", "elements": ["C", "C", "C", "C", "O", "B", "O", "B", "C", "O", "C", "C", "O", "O", "B", "S", "C", "O", "O", "O", "H", "H", "H", "H", "H", "H", "H", "H", "H", "H", "H", "H", "H", "H", "H", "H", "H", "O", "P", "O", "C", "C", "O", "C", "C", "O", "C", "C", "H", "H", "H", "H", "H", "H", "H", "H", "H", "H", "H", "H", "H", "H", "H", "O", "P", "O", "C", "C", "O", "C", "C", "O", "C", "C", "H", "H", "H", "H", "H", "H", "H", "H", "H", "H", "H", "H", "H", "H", "H"], "coordinates": [[-1.237, 6.212, 4.118], [-1.608, 4.773, 4.761], [-2.925, 4.872, 5.715], [-3.335, 3.446, 6.362], [-2.518, 2.363, 5.845], [-3.219, 1.528, 4.930], [-4.409, 1.862, 4.195], [-3.954, 1.947, 2.808], [-4.259, 3.339, 2.038], [-4.227, 3.258, 0.588], [-2.924, 3.465, 0.066], [-1.961, 4.686, 0.414], [-2.505, 2.629, -0.781], [-3.316, 0.780, 2.255], [-2.442, 0.161, 3.225], [-0.957, -0.789, 2.534], [0.591, -0.250, 3.438], [-0.872, -0.456, 1.049], [-1.146, -2.287, 2.712], [-2.645, 0.205, 4.656], [-2.189, 6.775, 3.827], [-0.651, 6.009, 3.152], [-0.536, 6.817, 4.792], [-1.760, 3.996, 3.924], [-0.776, 4.381, 5.458], [-2.604, 5.582, 6.569], [-3.786, 5.389, 5.165], [-4.459, 3.271, 6.313], [-3.079, 3.530, 7.485], [-3.595, 4.153, 2.489], [-5.343, 3.632, 2.317], [-2.496, 5.566, 0.936], [-1.207, 4.296, 1.200], [-1.378, 5.082, -0.490], [1.503, -0.502, 2.779], [0.641, -0.844, 4.416], [0.528, 0.873, 3.614], [-0.976, -1.225, -6.433], [-0.837, 0.045, -5.589], [-2.339, 0.679, -5.946], [-3.492, -0.150, -5.998], [-4.029, -0.467, -4.616], [0.051, 0.920, -6.677], [0.798, 0.288, -7.705], [-0.008, 0.244, -8.989], [-0.587, 1.384, -4.561], [-1.382, 1.568, -3.400], [-1.093, 0.522, -2.346], [-3.303, -1.071, -6.554], [-4.253, 0.402, -6.560], [-3.267, -0.947, -3.997], [-4.894, -1.130, -4.681], [-4.342, 0.447, -4.104], [1.133, -0.706, -7.400], [1.698, 0.889, -7.867], [-0.956, -0.282, -8.852], [0.554, -0.255, -9.783], [-0.256, 1.256, -9.319], [-2.440, 1.599, -3.658], [-1.135, 2.555, -3.002], [-1.272, -0.488, -2.727], [-1.723, 0.683, -1.470], [-0.046, 0.570, -2.036], [3.815, -2.892, 0.429], [4.356, -4.084, 1.224], [4.493, -5.132, -0.067], [4.989, -4.689, -1.324], [6.501, -4.585, -1.335], [2.907, -4.620, 1.809], [1.774, -3.764, 1.891], [0.897, -3.934, 0.666], [5.019, -5.314, 2.209], [6.349, -5.761, 2.018], [7.361, -4.705, 2.410], [4.539, -3.740, -1.624], [4.675, -5.430, -2.066], [6.857, -3.914, -0.549], [6.855, -4.213, -2.299], [6.957, -5.564, -1.164], [2.073, -2.724, 2.040], [1.208, -4.060, 2.779], [1.445, -3.724, -0.255], [0.032, -3.268, 0.716], [0.542, -4.964, 0.591], [6.498, -6.103, 0.995], [6.482, -6.638, 2.657], [7.223, -3.787, 1.832], [8.377, -5.073, 2.246], [7.252, -4.443, 3.465]], "forces_ev_per_a": [[0.37, -1.05, -0.36], [-0.47, 0.25, 0.69], [0.89, 0.26, -0.16], [0.24, 1.95, 1.50], [-2.89, -1.43, -1.66], [0.36, -0.62, 1.13], [3.10, 0.54, -1.01], [-1.10, -1.09, 0.45], [-1.19, 0.11, 0.85], [2.66, 0.94, 0.55], [1.52, -2.63, -3.37], [-0.46, 0.27, 1.52], [-1.92, 3.47, 3.26], [1.43, 1.17, 2.85], [-2.23, 0.35, 1.12], [1.13, -3.62, -4.38], [0.12, -0.09, 0.17], [0.11, 0.23, 4.00], [0.27, 3.63, 0.77], [0.32, 2.49, -3.00], [1.39, -0.61, 0.58], [-0.81, 0.42, 1.34], [-1.34, -0.74, -0.86], [0.20, 1.17, 1.24], [-1.09, 0.62, -1.39], [-0.71, -1.10, -1.30], [1.13, -0.93, 0.68], [1.55, -0.02, -0.30], [-0.36, -0.38, -1.79], [-0.76, -0.87, -0.75], [1.70, -0.38, -0.40], [0.67, -1.39, -0.96], [-1.05, 0.52, -1.34], [-1.13, -1.00, 1.22], [-1.69, 0.34, 0.82], [-0.19, 0.97, -1.42], [0.10, -1.49, -0.19], [1.26, -0.80, 3.96], [-2.39, 4.98, -6.84], [-0.12, -0.55, 1.11], [-0.38, -0.12, -0.22], [-0.04, 0.15, 0.09], [0.66, -0.37, 1.27], [0.09, -0.10, -0.38], [-0.18, -0.05, -0.11], [0.80, -2.99, 0.47], [-0.23, -0.05, 0.74], [0.10, 0.01, 0.18], [0.21, 0.05, 0.06], [0.19, 0.11, 0.04], [-0.04, -0.09, -0.05], [0.06, -0.01, 0.00], [0.01, -0.07, -0.02], [-0.19, 0.04, -0.07], [-0.09, 0.08, 0.15], [0.15, -0.09, 0.09], [-0.02, 0.05, 0.05], [0.12, -0.01, 0.02], [0.00, -0.12, -0.16], [0.18, -0.07, -0.22], [-0.08, -0.03, -0.07], [0.14, -0.17, -0.14], [-0.08, 0.00, -0.01], [3.38, 1.10, 2.46], [-6.54, -5.28, -3.58], [1.23, 0.47, 0.25], [-0.08, 0.02, -0.47], [0.08, -0.16, 0.04], [1.29, 0.56, 0.99], [-0.61, 0.08, -0.11], [-0.05, 0.05, -0.27], [0.83, 2.95, 0.19], [0.58, -0.09, 0.05], [0.09, -0.02, 0.20], [-0.03, 0.01, 0.22], [-0.05, -0.04, 0.22], [-0.02, 0.10, -0.08], [-0.02, 0.03, 0.06], [-0.02, 0.06, -0.04], [0.03, -0.09, -0.19], [0.16, -0.08, -0.02], [0.06, 0.11, 0.14], [0.10, -0.09, 0.03], [0.00, 0.03, 0.13], [-0.13, 0.13, -0.11], [-0.27, 0.09, 0.07], [0.04, -0.03, -0.12], [-0.06, 0.10, -0.01], [0.01, -0.05, -0.07]], "lowdin_charge": [-0.12, -0.24, -0.16, -0.16, 0.06, -0.56, 0.25, -0.35, -0.05, -0.03, -0.37, 0.00, 0.06, 0.24, -0.42, 0.78, -0.13, -0.36, -0.36, 0.24, 0.08, 0.06, 0.08, 0.09, 0.12, 0.12, 0.11, 0.13, 0.14, 0.12, 0.16, 0.09, 0.09, 0.11, 0.09, 0.09, 0.08, -0.26, 0.71, -0.23, -0.30, -0.08, -0.23, -0.31, -0.08, -0.20, -0.30, -0.08, 0.10, 0.12, 0.07, 0.08, 0.07, 0.10, 0.11, 0.07, 0.07, 0.08, 0.10, 0.12, 0.07, 0.05, 0.09, -0.25, 0.71, -0.23, -0.30, -0.08, -0.22, -0.30, -0.06, -0.20, -0.30, -0.08, 0.10, 0.12, 0.06, 0.08, 0.07, 0.08, 0.11, 0.07, 0.05, 0.08, 0.09, 0.13, 0.06, 0.08, 0.08], "lumo_ev": -1.09, "total_charge": 0, "energy_ha": -3149.6904, "smiles": "CCCCOB1OB(COC(C)=O)OB(S(C)(=O)=O)O1.CCOP(=O)(OCC)OCC.CCOP(=O)(OCC)OCC", "orbital_gap_ev": 8.56}

---

# 2
{"formula": "C20H47BN2O18P2", "method": "ωB97M-V/def2-TZVPD", "elements": ["N", "C", "C", "C", "B", "C", "C", "N", "P", "P", "O", "O", "O", "H", "H", "H", "H", "H", "H", "H", "H", "H", "H", "H", "H", "H", "H", "H", "H", "H", "C", "O", "C", "O", "O", "C", "H", "H", "H", "H", "H", "H", "C", "O", "C", "O", "O", "C", "H", "H", "H", "H", "H", "H", "C", "O", "C", "O", "O", "C", "H", "H", "H", "H", "H", "H", "C", "O", "C", "O", "O", "C", "H", "H", "H", "H", "H", "H", "C", "O", "C", "O", "O", "C", "H", "H", "H", "H", "H", "H"], "coordinates": [[-0.943, 0.735, -0.371], [-2.204, 1.474, -0.390], [-3.023, 1.239, -1.666], [-3.946, 0.005, -1.628], [-3.312, -1.384, -1.274], [-1.961, -1.916, -1.889], [-2.105, -3.270, -2.588], [-3.120, -3.190, -3.642], [-4.310, -2.661, -0.243], [-5.274, -1.449, 1.259], [-6.383, -0.633, 0.742], [-4.165, -0.585, 2.048], [-5.720, -2.527, 2.363], [-0.731, 0.352, 0.540], [-0.151, 1.304, -0.638], [-2.800, 1.166, 0.477], [-2.053, 2.553, -0.264], [-3.647, 2.126, -1.819], [-2.343, 1.190, -2.522], [-4.323, -0.162, -2.655], [-4.838, 0.239, -1.040], [-1.253, -2.013, -1.057], [-1.512, -1.183, -2.568], [-2.418, -4.020, -1.851], [-1.136, -3.604, -2.979], [-2.868, -3.702, -4.476], [-3.260, -2.229, -3.934], [-3.316, -3.271, 0.552], [-3.287, -0.670, 1.669], [-6.563, -2.289, 2.767], [-7.386, -0.907, -3.905], [-6.660, -1.084, -5.129], [-7.129, -0.381, -6.155], [-8.084, 0.353, -6.134], [-6.365, -0.628, -7.221], [-6.770, 0.067, -8.406], [-6.885, -1.538, -3.177], [-7.353, 0.134, -3.590], [-8.422, -1.219, -4.023], [-6.733, 1.143, -8.248], [-7.783, -0.216, -8.686], [-6.061, -0.235, -9.170], [2.723, -1.851, -1.045], [3.668, -1.492, -0.026], [3.365, -0.377, 0.634], [2.405, 0.320, 0.427], [4.302, -0.161, 1.554], [4.090, 1.014, 2.349], [3.110, -2.766, -1.482], [1.739, -2.014, -0.609], [2.650, -1.065, -1.794], [3.148, 0.943, 2.890], [4.075, 1.904, 1.724], [4.923, 1.052, 3.042], [1.069, -0.941, 5.507], [-0.101, -0.286, 6.009], [-1.150, -0.328, 5.188], [-1.171, -0.867, 4.108], [-2.165, 0.305, 5.764], [-3.378, 0.268, 4.996], [1.819, -0.818, 6.281], [0.868, -1.995, 5.327], [1.395, -0.477, 4.577], [-3.736, -0.755, 4.902], [-3.205, 0.670, 4.002], [-4.090, 0.881, 5.539], [5.445, 0.802, -1.849], [6.224, 0.385, -2.976], [5.959, 1.049, -4.100], [5.147, 1.930, -4.222], [6.751, 0.581, -5.063], [6.574, 1.220, -6.334], [5.765, 0.169, -1.028], [5.629, 1.852, -1.626], [4.382, 0.669, -2.050], [6.786, 2.284, -6.257], [5.553, 1.085, -6.687], [7.280, 0.733, -6.998], [6.307, 4.364, 7.884], [6.001, 3.534, 6.755], [6.722, 2.418, 6.685], [7.571, 2.074, 7.465], [6.345, 1.741, 5.599], [7.047, 0.509, 5.398], [5.645, 5.218, 7.797], [6.125, 3.825, 8.812], [7.349, 4.677, 7.852], [6.888, -0.168, 6.235], [8.114, 0.684, 5.278], [6.628, 0.090, 4.488]], "forces_ev_per_a": [[-0.05, -0.24, 0.04], [-0.14, 0.08, 0.11], [0.02, 0.11, -0.03], [-0.02, 0.07, -0.02], [0.18, 0.07, -0.06], [0.01, -0.04, 0.00], [0.02, -0.05, 0.01], [-0.08, 0.21, -0.05], [-0.16, -0.16, -0.09], [-0.05, 0.07, 0.05], [0.12, -0.07, 0.11], [-0.22, -0.03, -0.07], [0.12, 0.11, -0.01], [0.06, 0.13, 0.03], [-0.02, -0.04, -0.05], [-0.04, 0.06, -0.08], [0.07, -0.05, -0.03], [-0.02, -0.09, -0.08], [0.04, -0.01, 0.11], [0.00, -0.01, 0.06], [0.07, -0.05, 0.03], [-0.02, 0.00, -0.05], [-0.04, -0.02, 0.01], [0.03, 0.00, -0.07], [-0.02, 0.08, 0.03], [-0.02, -0.14, 0.10], [0.06, -0.02, -0.03], [0.03, 0.05, 0.03], [0.19, -0.07, 0.07], [-0.09, -0.01, -0.06], [0.06, -0.04, 0.10], [0.03, 0.02, 0.01], [-0.05, -0.01, -0.03], [0.02, 0.00, 0.01], [0.00, 0.02, 0.01], [0.00, -0.02, 0.04], [0.00, 0.00, 0.00], [-0.02, 0.00, -0.01], [0.00, 0.02, -0.04], [0.02, 0.00, -0.01], [0.01, -0.01, -0.01], [-0.02, 0.02, -0.02], [0.01, 0.01, 0.03], [-0.01, 0.00, 0.02], [-0.06, -0.06, -0.08], [-0.04, 0.07, 0.03], [0.02, 0.02, 0.01], [0.02, 0.03, 0.02], [-0.03, 0.00, -0.02], [0.01, -0.01, 0.00], [0.01, -0.01, -0.01], [0.00, -0.01, 0.00], [0.00, -0.01, -0.01], [-0.01, 0.03, 0.01], [-0.04, 0.02, 0.02], [0.02, 0.03, -0.04], [-0.05, -0.09, 0.04], [0.02, 0.06, -0.04], [0.04, -0.07, -0.03], [0.03, 0.08, -0.03], [0.02, -0.01, -0.02], [0.01, 0.00, 0.01], [0.01, 0.00, 0.00], [0.00, 0.01, 0.01], [-0.06, 0.03, 0.02], [0.01, -0.02, 0.02], [0.01, -0.01, 0.01], [-0.02, 0.00, -0.01], [0.03, 0.07, 0.01], [-0.01, -0.03, 0.00], [-0.02, 0.00, -0.01], [0.00, -0.02, 0.05], [-0.02, 0.01, 0.02], [0.02, -0.01, 0.00], [0.00, 0.00, 0.01], [0.02, -0.01, -0.01], [0.01, -0.01, -0.01], [-0.01, 0.02, -0.02], [0.00, -0.03, -0.03], [0.01, -0.01, 0.01], [0.03, 0.00, 0.02], [-0.01, 0.00, -0.01], [-0.01, -0.01, -0.01], [-0.02, -0.03, -0.05], [0.01, 0.01, 0.03], [-0.02, 0.01, 0.00], [-0.01, 0.01, -0.01], [-0.02, 0.03, 0.02], [-0.01, 0.04, 0.01], [0.04, -0.05, 0.00]], "lowdin_charge": [0.02, -0.27, -0.20, -0.18, -0.59, -0.21, -0.33, 0.01, 0.90, 0.23, -0.32, -0.18, -0.19, 0.06, 0.07, 0.10, 0.11, 0.11, 0.11, 0.11, 0.08, 0.09, 0.10, 0.08, 0.10, 0.07, 0.06, -0.06, 0.05, 0.08, -0.03, 0.00, -0.63, 0.12, 0.00, -0.04, 0.09, 0.10, 0.10, 0.10, 0.10, 0.09, -0.02, 0.00, -0.65, 0.12, 0.00, -0.02, 0.10, 0.09, 0.09, 0.09, 0.10, 0.08, -0.03, 0.01, -0.62, 0.11, 0.01, -0.03, 0.09, 0.10, 0.09, 0.10, 0.08, 0.10, -0.03, 0.01, -0.63, 0.12, 0.00, -0.04, 0.10, 0.10, 0.09, 0.10, 0.10, 0.09, -0.03, 0.00, -0.63, 0.13, -0.01, -0.03, 0.09, 0.10, 0.10, 0.10, 0.10, 0.08], "lumo_ev": 0.31, "total_charge": 0, "energy_ha": -2961.7801, "smiles": "NCCCB(CCN)PP(=O)(O)O.COC(=O)OC.COC(=O)OC.COC(=O)OC.COC(=O)OC.COC(=O)OC", "orbital_gap_ev": 9.51}

---

| no. | HOMO energy (eV) |
| --- | --- |
| 1 | -9.650 |
| 2 | -9.195 |